No. 1
Below is a cluster of 3 separate species, C9H19NO6 in total in a non-equilibrium geometry, with properties calculated with ωB97M-V/def2-TZVPD.

XYZ file:
```
35
Properties=species:S:1:pos:R:3:forces:R:3
C 0.9414 4.1346 0.6198 -0.17 1.91 0.05
N 1.0933 2.7272 0.9425 2.39 -2.32 -3.02
O 0.0674 2.0875 1.0583 0.02 -0.08 0.85
O 2.2376 2.2106 0.7945 -2.71 1.41 1.11
H 0.0340 4.3676 0.0626 -0.39 -0.76 0.49
H 1.6956 4.5314 -0.0598 0.65 -0.48 0.72
H 0.8983 4.6349 1.5872 0.21 0.36 -0.23
O 4.8111 -4.1176 -0.0063 -1.42 1.37 -0.23
C 3.6905 -3.6744 -0.1877 0.73 -0.83 -0.76
O 3.3727 -2.5400 -0.9059 -0.49 -0.63 0.52
C 4.3653 -1.6082 -1.2974 2.34 0.55 1.12
C 4.7902 -0.6792 -0.1273 -1.36 -1.10 -0.44
C 2.4345 -4.4630 0.2097 0.53 0.15 -0.16
H 4.0701 -0.9635 -2.1252 -0.74 -0.53 -0.01
H 5.3017 -2.0845 -1.5878 -0.28 -0.61 -0.31
H 3.8666 -0.1755 0.1580 0.37 0.82 0.06
H 5.6181 -0.0679 -0.4866 -0.27 0.30 0.36
H 5.0576 -1.2693 0.7493 0.43 -0.05 -0.17
H 1.8355 -4.7119 -0.6663 0.03 0.30 -0.10
H 1.8096 -3.9222 0.9205 0.09 0.04 -0.04
H 2.7652 -5.4130 0.6295 0.02 0.23 0.17
O -4.4425 1.7031 -1.7461 0.27 0.24 0.54
C -5.0466 1.1612 -0.8021 -1.01 -4.28 1.45
O -4.6128 0.0692 -0.1242 -1.81 3.43 -3.16
C -3.2069 -0.0974 -0.2038 2.84 0.20 2.26
C -2.7737 0.6051 1.1164 0.94 -1.13 0.71
C -6.4776 1.4680 -0.5224 -0.81 1.60 0.10
H -2.6667 0.2540 -1.0828 -0.75 0.73 -0.31
H -2.9441 -1.1550 -0.2287 -0.57 -0.08 0.56
H -3.2804 0.1780 1.9818 -0.40 -0.56 -0.26
H -2.9566 1.6643 1.2973 0.02 0.24 -1.10
H -1.7325 0.4049 1.3694 0.16 0.21 -0.43
H -7.1805 0.9697 -1.1900 0.44 -0.43 -0.23
H -6.6967 2.5270 -0.6584 0.22 0.13 -0.12
H -6.7387 1.2441 0.5120 0.44 -0.34 0.01
```
Forces are in eV/Å.

Spin multiplicity: 2
Total charge: +1
HOMO level (alpha / beta) in eV: -11.812 / -11.812

Here are the natural (NBO) charges for atoms 1 to 5, given in e: -0.49, 0.52, -0.39, -0.36, 0.23

---

No. 2
Below is the molecule C9H19O4P in a non-equilibrium geometry, with properties calculated with ωB97M-V/def2-TZVPD.

XYZ file:
```
33
Properties=species:S:1:pos:R:3:forces:R:3
C 0.7046 3.6532 0.3469 0.92 -0.76 2.41
C -1.1896 1.1752 -3.6162 2.61 2.07 0.82
C -0.7261 -0.9058 -2.2482 0.68 1.08 1.68
C -1.0033 -3.4322 2.9074 0.02 1.23 -1.61
C 1.3071 -2.4702 2.7500 0.12 0.24 0.54
C 1.8420 2.8656 -0.2668 -2.71 0.34 -0.61
C -1.0977 0.6026 -2.2318 -0.57 0.70 0.11
C -0.1585 -2.1120 2.6090 -0.68 -0.95 2.09
C 0.6124 0.8234 -0.6461 0.46 -0.32 1.12
O -0.2620 0.8852 2.0296 -0.54 -0.90 -1.16
O 1.5911 1.4840 -0.1209 0.46 -1.32 0.28
O -0.1580 1.4754 -1.4485 0.56 -0.47 -1.51
O -0.5147 -1.6204 1.3269 -0.13 1.29 -0.53
P -0.7678 0.0075 0.9121 0.18 -0.70 2.47
H -0.2401 3.1979 0.3460 -1.23 -1.05 -0.85
H 0.7719 3.7687 1.4483 0.71 0.23 -0.56
H 0.6096 4.5690 -0.1151 -0.12 2.21 -0.86
H -0.3523 1.0835 -4.2793 0.56 -1.42 -0.33
H -2.0732 0.8657 -3.9676 -3.07 -1.72 -2.02
H -1.2596 2.2454 -3.7576 -0.38 0.75 1.24
H 0.3090 -0.8770 -2.6046 -0.03 -0.49 -0.03
H -1.3186 -1.5577 -2.9151 -0.01 0.67 0.49
H -0.6945 -1.2387 -1.1584 -0.24 -0.21 -1.83
H -0.7490 -4.2412 2.1530 -0.14 0.87 1.12
H -0.8569 -3.7026 3.9381 0.39 -0.50 0.30
H -2.0753 -3.2127 2.8186 0.20 -0.01 -0.17
H 1.6844 -3.3815 2.3254 -0.30 -0.36 -1.33
H 1.4737 -2.7571 3.7834 0.05 0.71 0.59
H 1.9168 -1.6244 2.4625 0.37 0.10 0.10
H 2.7568 3.0661 0.1657 1.87 0.19 1.13
H 1.9249 3.0796 -1.3032 0.01 0.28 -1.13
H -2.0314 0.8722 -1.7252 -0.07 -0.71 -0.04
H -0.3585 -1.3485 3.4803 0.04 -1.07 -1.94
```
Forces are in eV/Å.

Relative energy (zero: lowest compared OMol25 entry of this formula, charge and spin) in kcal/mol: 49.8
HOMO level in eV: -8.211

Here are the natural (NBO) charges for atoms 1 to 5, given in e: -0.64, -0.64, -0.65, -0.62, -0.64

---

No. 3
Below is a structure of composition C9H20ClHf2N5O10 in a non-equilibrium geometry, with properties calculated with ωB97M-V/def2-TZVPD.

XYZ file:
```
47
Properties=species:S:1:pos:R:3:forces:R:3
C -3.0140 4.0712 3.9711 -0.37 -0.96 -0.96
C -3.2437 2.9456 2.9056 0.34 1.44 -0.10
N -1.9187 2.3785 2.4993 1.77 0.46 -2.99
C -1.1904 2.7237 1.3599 -3.72 0.48 1.99
C 0.0064 1.9848 1.3198 0.81 -2.50 2.43
N -0.0086 1.1619 2.4340 -0.46 1.49 -0.89
C -1.1792 1.3928 3.1114 1.25 1.17 0.32
C 1.1426 0.3583 2.9046 0.41 -0.96 -0.72
H -2.2235 4.7223 3.5980 0.94 0.18 -0.34
H -2.6387 3.6819 4.9175 0.13 0.26 0.85
H -3.8960 4.6932 4.1241 -0.74 -0.50 0.28
H -3.7434 3.2528 1.9870 0.05 0.26 -0.11
H -3.8724 2.1353 3.2746 -0.23 -0.43 0.71
H -1.6248 3.3436 0.5895 0.07 0.50 0.05
H 0.7988 1.9172 0.5890 0.24 0.39 -0.02
H -1.3916 0.9776 4.0855 -0.32 -0.41 0.38
H 0.9057 -0.2223 3.7962 -0.03 0.32 0.14
H 2.0389 0.9727 2.9901 -0.22 0.36 0.49
H 1.3359 -0.3274 2.0797 0.01 -0.28 0.13
Hf -1.1126 -4.7564 -1.8772 0.21 2.85 2.29
Hf -0.8208 1.3207 -4.8363 0.86 -0.53 -0.09
Cl 0.6757 -1.2244 -1.9229 2.66 0.29 1.60
O 0.4303 -0.5449 -0.6731 -0.46 -0.46 -1.28
O 1.9537 -1.7594 -2.0226 1.50 0.74 0.24
O -0.1621 -2.3705 -2.1117 -4.35 -4.49 0.15
O 0.3769 -0.3988 -3.0524 -1.25 2.65 -2.01
C 1.4335 -2.8610 -6.9917 1.08 -0.67 -0.66
N 1.9123 -1.5173 -6.7324 -0.56 -1.53 -1.55
O 2.6162 -1.0206 -7.5938 -0.46 0.35 1.80
O 1.4412 -0.9419 -5.7623 0.28 1.79 0.66
H 0.5068 -3.1720 -6.5093 -0.59 0.78 0.18
H 2.1563 -3.6199 -6.6922 0.61 0.12 -0.38
H 1.2865 -2.7722 -8.0681 -0.25 -0.88 -0.77
C 4.1543 -0.3962 0.3004 0.33 0.52 -0.78
N 3.6321 0.9449 -0.2951 1.47 -3.09 1.15
O 3.1782 1.7479 0.4791 -1.04 1.37 0.55
O 3.6679 1.1881 -1.4697 -0.14 0.12 -0.25
H 4.9625 -0.6840 -0.3720 0.18 -0.21 -0.23
H 3.3789 -1.1586 0.3763 -0.30 0.37 -0.53
H 4.5903 -0.2907 1.2938 0.14 0.83 0.17
C -2.8794 -2.4121 2.0719 -0.87 0.41 0.20
N -1.6894 -2.8024 1.2300 0.92 2.01 2.37
O -0.6169 -2.4686 1.6601 -0.86 -0.95 -1.05
O -1.8599 -3.3261 0.1173 0.06 -2.38 -2.95
H -2.6269 -1.4688 2.5562 0.44 -0.39 0.11
H -3.0589 -3.1827 2.8216 0.19 -0.29 0.07
H -3.8098 -2.2154 1.5393 0.23 -0.62 -0.65
```
Forces are in eV/Å.

Total charge: +8
HOMO level in eV: -30.825

Here are the natural (NBO) charges for atoms 1 to 5, given in e: -0.55, -0.22, -0.27, 0.19, 0.28

---

No. 4
Below is a structure of composition C9H20ClHfIN2OPS in a non-equilibrium geometry, with properties calculated with ωB97M-V/def2-TZVPD.

XYZ file:
```
37
Properties=species:S:1:pos:R:3:forces:R:3
C 0.1118 -4.6822 -2.9860 -0.56 -0.96 -0.58
I 0.4647 -2.8253 -1.8788 0.16 0.21 0.11
H -0.9597 -4.8920 -2.9690 0.18 0.33 0.19
H 0.6696 -5.4910 -2.5109 0.08 0.49 0.32
H 0.4580 -4.5387 -4.0131 0.06 0.48 0.35
Hf -0.1593 -0.0212 0.0599 -3.80 -1.47 2.62
P -0.0685 1.3982 -1.8882 -0.70 3.03 -4.00
C 1.3918 1.7811 -2.8679 1.32 -0.40 0.27
C -1.2264 0.8078 -3.1597 -0.47 -0.95 0.13
H -1.7289 2.9885 -1.0680 0.09 0.03 -0.17
H -0.8785 3.5618 -2.5345 0.08 -0.20 0.13
H -0.0920 3.6401 -0.9242 -0.05 -0.02 -0.19
C -0.7560 3.0546 -1.5697 -0.20 0.25 1.03
H -2.2183 0.6296 -2.7269 0.11 0.10 -0.15
H -1.2998 1.5708 -3.9460 0.12 -0.09 0.25
H 1.1284 2.4490 -3.7031 -0.15 -0.23 0.36
H 1.8386 0.8598 -3.2663 -0.12 0.22 -0.04
H -0.8711 -0.1374 -3.5857 -0.06 0.21 -0.03
H 2.1520 2.2685 -2.2407 -0.16 0.00 -0.23
C 1.8910 -0.6098 -0.4065 9.44 -0.81 -1.76
O 3.0396 -0.6220 -0.6321 -6.26 -0.01 1.25
Cl -2.4182 -0.4975 0.5015 1.00 0.04 -0.32
S 0.3966 1.6775 1.7076 -0.02 -0.28 -0.04
C 0.1374 0.7751 3.2101 -0.12 0.14 1.56
N 0.4268 1.4028 4.3576 -0.82 -0.31 -1.50
C 0.0201 0.7862 5.6212 -0.26 -0.14 0.61
C 0.3517 -0.6928 5.5927 0.27 -0.08 0.17
C -0.3455 -1.3490 4.4262 -0.42 -0.66 0.16
N -0.3080 -0.4763 3.2402 0.19 0.12 -1.04
H 0.2863 2.4014 4.3128 0.73 0.41 0.01
H -1.0633 0.9432 5.7314 0.19 -0.07 0.06
H 0.5142 1.3040 6.4457 0.05 -0.05 -0.23
H -0.0372 -1.1515 6.5064 0.32 0.03 -0.07
H 1.4406 -0.8611 5.5247 -0.43 0.17 0.20
H -1.3934 -1.5822 4.6509 0.13 0.22 -0.07
H 0.1263 -2.2961 4.1475 0.04 0.16 0.06
H -0.8001 -0.8327 2.4196 0.03 0.08 0.56
```
Forces are in eV/Å.

Total charge: +3
Relative energy (zero: lowest compared OMol25 entry of this formula, charge and spin) in kcal/mol: 11.8
HOMO level in eV: -19.443

Here are the natural (NBO) charges for atoms 1 to 5, given in e: -0.58, 0.14, 0.26, 0.27, 0.27